No. 1
The following is a quantum chemistry calculation of 5 unconnected molecules or ions with the total composition C24H38ClF12INO11P2S in a non-equilibrium geometry, from OMol25.

Cartesian coordinates (Å):
C 7.3439 -1.9824 2.2330
C 7.9536 -1.0535 1.2012
O 9.1368 -1.2044 0.8835
N 7.1794 0.0112 0.6684
C 6.7890 0.9244 1.7459
P 5.8850 -0.4994 -0.5095
P 6.2803 1.4751 -1.6051
S 4.9508 2.1072 -2.9389
O 4.7085 -0.9683 -1.7086
C 3.5501 -1.3376 -1.0615
C 3.4176 -0.4920 0.2503
I 1.8083 0.9402 -0.0522
C 3.2905 -1.3203 1.5321
C 1.8734 -1.6944 1.9518
C 1.7743 -3.1263 2.4514
Cl 1.3221 -0.6120 3.2737
O 4.5898 0.2663 0.3253
H 7.2412 -1.4787 3.1884
H 8.0324 -2.8079 2.3686
H 6.3939 -2.3919 1.9185
H 6.1084 0.4958 2.4809
H 7.6888 1.2298 2.2826
H 6.3693 1.8257 1.3245
H 5.6648 -1.7712 0.1110
H 6.9184 -1.0460 -1.3501
H 6.4812 2.5329 -0.6922
H 7.5283 1.3028 -2.2304
H 2.7012 -1.1320 -1.7093
H 3.4697 -2.4095 -0.8459
H 3.8273 -2.2415 1.3310
H 3.8079 -0.7910 2.3196
H 1.2041 -1.5968 1.1109
H 2.1559 -3.7798 1.6740
H 0.7481 -3.3784 2.6733
H 2.3588 -3.2532 3.3564
C -0.7025 -3.1119 -4.1387
C -0.6047 -1.7562 -3.4760
O -1.2935 -1.7398 -2.2073
C -0.6141 -2.2320 -1.1885
O 0.4830 -2.6961 -1.2049
C -1.4261 -2.0727 0.1073
F -2.7028 -2.4443 -0.0416
F -1.4123 -0.7975 0.4985
F -0.8841 -2.7981 1.0719
H -1.7458 -3.4103 -4.2469
H -0.2451 -3.0837 -5.1259
H -0.1972 -3.8733 -3.5473
H -1.0979 -0.9950 -4.0757
H 0.4302 -1.4503 -3.3319
C -4.0247 0.4969 2.2421
C -3.2660 1.7155 1.7641
O -3.6835 2.8934 2.4900
C -3.1381 3.0717 3.6788
O -2.3523 2.3716 4.2341
C -3.6545 4.3925 4.2764
F -4.9757 4.5251 4.1187
F -3.0665 5.4342 3.6776
F -3.3901 4.4640 5.5727
H -5.1001 0.6659 2.1727
H -3.7651 -0.3698 1.6380
H -3.7895 0.2744 3.2824
H -3.4908 1.9229 0.7209
H -2.1892 1.5820 1.8539
C 0.0403 -5.3006 -10.3166
C -0.6408 -6.4760 -9.6509
O 0.0403 -6.8565 -8.4399
C -0.2511 -6.1452 -7.3650
O -1.0147 -5.2324 -7.2912
C 0.5292 -6.6934 -6.1565
F 1.7997 -6.9342 -6.4699
F -0.0223 -7.8385 -5.7435
F 0.4938 -5.8253 -5.1609
H 1.0916 -5.5233 -10.4980
H -0.4408 -5.0802 -11.2685
H -0.0106 -4.4114 -9.6900
H -0.6009 -7.3573 -10.2865
H -1.6860 -6.2645 -9.4313
C -5.6878 8.4206 5.2058
C -7.0168 8.8551 4.6309
O -8.0849 7.9831 5.0542
C -8.5898 8.2227 6.2494
O -8.2669 9.0791 7.0137
C -9.7383 7.2347 6.5274
F -9.4056 5.9927 6.1854
F -10.8165 7.5892 5.8206
F -10.0593 7.2468 7.8113
H -5.4840 7.3797 4.9545
H -4.8849 9.0409 4.8106
H -5.6838 8.5023 6.2921
H -7.0077 8.7867 3.5459
H -7.2559 9.8830 4.8992

Calculated total energy in a.u.: -4857.00935
Maximum force in eV/Å: 2.0
Gap between HOMO and LUMO in Eh: 0.2204
HOMO in Ha: -0.155
Total charge: -1



No. 2
The following is a quantum chemistry calculation of a molecular structure, C24H38F5GeN3ReSeSi, from OMol25.

Cartesian coordinates (Å):
Re -0.1860 0.0091 -0.1800
C 2.2614 -0.7525 -1.7501
N 1.4376 -1.2848 -0.6242
C 2.3377 -1.5392 0.5300
C 0.7765 -2.5584 -1.0544
C -0.3060 -2.2471 -2.0762
N -1.0321 -1.0638 -1.5843
C -2.2339 -0.6558 -2.1483
C -2.8627 0.4579 -1.5935
F -2.1622 1.1156 -0.5798
C -4.0568 0.9800 -2.0280
F -4.5377 2.0695 -1.4406
C -4.7231 0.3677 -3.0717
C -4.1322 -0.7388 -3.6495
F -4.7298 -1.3547 -4.6555
C -2.9113 -1.2450 -3.2175
F -2.3997 -2.3042 -3.8536
H 2.9898 -1.5099 -2.0461
H 2.7771 0.1423 -1.4148
H 1.6246 -0.5059 -2.5957
H 3.0957 -2.2692 0.2415
H 1.7585 -1.9346 1.3632
H 2.8264 -0.6091 0.8160
H 0.3374 -3.0037 -0.1621
H 1.5374 -3.2338 -1.4497
H -0.9771 -3.1028 -2.1456
H 0.1021 -2.0729 -3.0738
H -5.6688 0.7465 -3.4321
C -0.5229 1.8620 -3.2878
Si 0.6566 2.6856 -2.1043
C 2.3207 2.7101 -2.9714
C -0.0017 4.3544 -1.5981
N 0.7739 1.6902 -0.5700
C 1.5561 2.2306 0.4780
C 2.4631 3.2944 0.3764
C 3.1439 3.7548 1.4941
C 2.9655 3.1911 2.7478
C 2.0815 2.1289 2.9001
C 1.4454 1.7191 1.7646
F 0.5409 0.6255 1.8460
H -0.1964 2.1639 -4.2866
H -1.5495 2.2098 -3.1743
H -0.5163 0.7731 -3.2864
H 2.2341 3.3699 -3.8386
H 2.5607 1.7206 -3.3663
H 3.1746 3.0543 -2.3938
H -0.2184 4.9398 -2.4944
H 0.6788 4.9405 -0.9840
H -0.9396 4.2410 -1.0499
H 2.6362 3.7803 -0.5683
H 3.8320 4.5807 1.3787
H 3.5085 3.5670 3.6025
H 1.9040 1.6491 3.8520
C -4.6324 0.4517 1.8273
Ge -3.2777 0.7675 3.2027
C -4.0678 0.9215 4.9735
C -2.1620 2.2976 2.7037
C -2.0017 -0.7851 3.2592
Se -1.5211 -1.5165 1.5124
C -3.0343 -2.5819 0.9476
H -5.2170 1.3601 1.6858
H -5.3184 -0.3440 2.1174
H -4.1809 0.1956 0.8686
H -4.7091 1.7996 5.0317
H -3.2988 1.0089 5.7405
H -4.6706 0.0415 5.1959
H -2.7623 3.2025 2.6203
H -1.6792 2.1337 1.7355
H -1.3831 2.4737 3.4465
H -2.3141 -1.6608 3.8275
H -1.0254 -0.4924 3.6468
H -3.9499 -2.0052 1.0317
H -3.0623 -3.4710 1.5698
H -2.8526 -2.8529 -0.0899

Calculated total energy in a.u.: -6446.47357
Maximum force in eV/Å: 0.7
Gap between HOMO and LUMO (spin up / spin down) in Eh: 0.2715 / 0.2570
HOMO (spin up / spin down) in Ha: -0.497 / -0.525
Total charge: +2
Spin multiplicity: 4



No. 3
The following is a quantum chemistry calculation of 7 unconnected molecules or ions with the total composition C24H38FO17S in a non-equilibrium geometry, from OMol25.

Cartesian coordinates (Å):
F -0.5112 -0.1603 -0.2412
C -0.2892 -0.3293 -4.7792
C -1.3992 0.2407 -3.8702
C -1.3632 1.8207 -3.8692
O -2.4282 2.1767 -4.6542
C -3.2622 1.1277 -4.8042
O -4.2952 1.1787 -5.4122
O -2.7412 0.0157 -4.2632
H -0.4822 -1.3323 -5.0742
H 0.7928 -0.3703 -4.4582
H -0.6612 0.4537 -5.5652
H -1.0462 -0.0443 -3.0412
H -0.3852 2.2117 -4.2492
H -1.6682 2.2497 -2.8652
C -0.6822 -4.2013 -0.7492
C 0.3468 -3.6863 -1.7692
C 1.4508 -2.8253 -1.2012
O 2.6768 -3.3783 -1.6712
C 2.5028 -4.4073 -2.3572
O 3.4288 -4.9563 -2.9142
O 1.1708 -4.6673 -2.4672
H -1.3992 -3.3833 -0.7012
H -0.5152 -4.3803 0.3388
H -1.2342 -5.1263 -0.9852
H -0.2142 -2.9523 -2.5832
H 1.4038 -3.0253 -0.1712
H 1.2608 -1.8243 -1.5102
C 0.8398 3.0007 -0.5912
C 2.0458 2.4957 -1.3952
C 1.8878 1.2167 -2.0402
O 2.4998 1.3217 -3.2462
C 2.7898 2.6017 -3.4712
O 3.2808 2.9667 -4.4952
O 2.3768 3.3417 -2.3392
H 0.1268 3.3487 -1.5442
H 0.9758 4.0837 -0.1392
H 0.4718 2.3287 0.2468
H 2.9398 2.4857 -0.7302
H 0.9178 0.9587 -2.0432
H 2.5298 0.3397 -1.4942
C -2.3452 2.5897 4.7898
C -1.1572 1.5727 4.5828
C -0.4332 1.8507 3.1618
O 0.9878 2.1057 3.5518
C 1.0468 2.2667 4.7848
O 1.9578 2.8037 5.3508
O -0.0682 1.9037 5.4438
H -1.9502 3.5087 4.5138
H -2.3912 2.5357 5.9118
H -3.2312 2.2447 4.4928
H -1.2672 0.3767 4.8128
H -0.9062 2.6627 2.7148
H -0.2802 0.8917 2.4158
C -3.6382 -1.2043 1.1828
C -3.4642 0.3257 1.0298
C -4.1512 1.0047 -0.2192
O -4.8412 2.0457 0.2308
C -4.5972 2.0867 1.5768
O -5.2102 2.8357 2.3348
O -3.8102 1.1477 1.9998
H -2.8312 -1.7763 0.5188
H -4.8792 -1.4403 1.2498
H -3.4492 -1.3743 2.3108
H -2.3002 0.5227 0.9188
H -4.7392 0.2427 -0.8762
H -3.3752 1.3427 -0.8082
C 1.8548 -1.8643 2.5548
C 3.1248 -2.8353 2.4518
C 4.1938 -2.3123 1.5238
S 4.1788 -0.5943 1.7568
O 4.4438 0.0537 0.4798
O 4.8448 -0.3093 2.9998
C 2.4398 -0.4963 2.0878
H 1.2548 -1.5843 3.6068
H 1.0168 -2.1343 1.9128
H 2.9668 -3.8913 2.3828
H 3.5648 -2.9383 3.4038
H 3.8568 -2.4773 0.5548
H 5.2018 -2.5203 1.3748
H 1.9168 -0.2643 1.2308
H 2.3238 0.1777 2.8718

Calculated total energy in a.u.: -2714.24413
Maximum force in eV/Å: 8.0
Gap between HOMO and LUMO in Eh: 0.3346
HOMO in Ha: -0.257
Total charge: -1



No. 4
The following is a quantum chemistry calculation of a molecular structure, C24H38N2O5Re, from OMol25.

Cartesian coordinates (Å):
Re 0.4111 0.3398 -0.0217
C -1.3961 1.5489 0.0108
C -0.3564 2.1490 0.8469
C -0.7709 1.7878 2.2636
C -2.0743 1.3238 2.2224
C -2.5119 1.2078 0.9016
C -3.9425 1.0298 0.4805
C -4.1081 1.1964 -1.0318
C -4.7485 2.1268 1.2117
C -4.5081 -0.3388 0.9145
C 0.0472 1.8305 3.5368
C -0.5518 0.8713 4.5780
C -0.0086 3.2529 4.1535
C 1.5254 1.4416 3.3196
C 0.0534 3.6088 0.4644
C -0.9218 4.5706 1.1630
C 1.4879 3.9634 0.8703
C -0.1734 3.8537 -1.0415
H -1.6327 1.9373 -0.9658
H -2.6627 1.0562 3.0892
H -3.8356 2.2008 -1.3664
H -5.1532 1.0373 -1.2971
H -3.5119 0.4673 -1.5883
H -4.3368 3.1239 1.0352
H -4.7881 1.9520 2.2876
H -5.7707 2.1116 0.8312
H -4.0674 -1.1562 0.3513
H -5.5823 -0.3241 0.7262
H -4.3605 -0.5183 1.9823
H -1.5218 1.2116 4.9457
H 0.1215 0.8280 5.4344
H -0.6509 -0.1440 4.1906
H -1.0276 3.6422 4.2070
H 0.6218 3.9648 3.6251
H 0.3725 3.1691 5.1721
H 1.6581 0.3621 3.3347
H 2.1185 1.8650 4.1318
H 1.9325 1.8236 2.3839
H -0.8292 4.5670 2.2459
H -1.9580 4.3308 0.9041
H -0.7269 5.5886 0.8182
H 1.5875 4.0648 1.9501
H 1.7688 4.9244 0.4343
H 2.2161 3.2175 0.5486
H -1.2317 4.0159 -1.2496
H 0.1548 3.0440 -1.6922
H 0.3469 4.7640 -1.3437
O 0.1036 -3.7386 -1.9428
C -0.2084 -2.6849 -1.2406
O 0.5714 -1.7475 -1.0603
C -1.6164 -2.7479 -0.7165
O -1.8272 -1.7839 0.2696
C -1.5916 -2.2283 1.6058
C -0.2123 -1.8730 2.0988
O 0.3796 -2.4906 2.9212
O 0.2894 -0.7150 1.5754
H 1.0071 -3.6850 -2.2980
H -2.2779 -2.5503 -1.5646
H -1.8170 -3.7652 -0.3774
H -2.3184 -1.7240 2.2450
H -1.7328 -3.3033 1.7060
N 3.5426 0.4979 -2.8152
C 3.5136 1.8679 -2.6737
C 2.4469 2.1359 -1.8941
N 1.8071 0.9383 -1.5567
C 2.5274 -0.0301 -2.1433
H 4.2227 -0.0283 -3.3435
H 4.2401 2.5207 -3.1282
H 2.1062 3.0942 -1.5608
H 2.3239 -1.0822 -2.0941

Calculated total energy in a.u.: -1500.70970
Maximum force in eV/Å: 0.8
Gap between HOMO and LUMO (spin up / spin down) in Eh: 0.2601 / 0.2897
HOMO (spin up / spin down) in Ha: -0.548 / -0.566
Total charge: +2
Spin multiplicity: 4



No. 5
The following is a quantum chemistry calculation of a molecular structure, C24H38N4PdSi, from OMol25.

Cartesian coordinates (Å):
Pd -0.1988 0.2145 0.3052
C 0.7867 -0.5352 3.2886
C 0.8637 0.9742 3.2671
C 1.2545 1.6338 4.4213
C 1.3230 3.0339 4.3833
C 1.0151 3.6963 3.2324
C 0.6139 2.9869 2.0371
N 0.5514 1.6002 2.1165
N 0.3817 3.7020 0.9555
Si -0.3952 3.4994 -0.5375
C -0.1789 5.1987 -1.3748
C 0.2633 2.3038 -1.8562
C -2.2585 3.2216 -0.4423
H 1.7861 -0.9718 3.3672
H 0.3223 -0.8955 2.3730
H 0.2048 -0.8799 4.1470
H 1.4888 1.0743 5.3182
H 1.6156 3.5874 5.2714
H 1.0515 4.7763 3.1646
H 0.8853 5.4269 -1.5166
H -0.6099 5.9893 -0.7461
H -0.6712 5.2283 -2.3584
H 1.2841 2.5592 -2.1618
H -0.3809 2.3410 -2.7430
H 0.2838 1.2547 -1.4851
H -2.6986 3.7901 0.3870
H -2.4733 2.1618 -0.2749
H -2.7557 3.5262 -1.3714
C 3.2472 1.4611 0.0032
C 2.9868 0.0078 0.3845
C 1.6784 -0.5423 -0.0868
N 1.1643 -1.4611 -0.6535
H 4.1726 1.8106 0.4701
H 2.4274 2.0996 0.3273
H 3.3497 1.5647 -1.0788
H 3.0043 -0.0892 1.4723
H 3.7768 -0.6320 -0.0167
C -6.1492 -1.8879 -3.0410
C -4.7293 -1.4772 -2.7208
C -3.8213 -1.2837 -3.7531
C -2.5207 -0.8645 -3.4240
C -1.4908 -0.6677 -4.5124
C -2.1704 -0.6478 -2.1147
C -3.0671 -0.8079 -0.9974
C -4.3763 -1.2604 -1.3927
N -2.5721 -0.5077 0.2166
C -3.2090 -0.7977 1.5104
C -2.7859 -2.2147 1.9419
C -2.6819 0.2064 2.5459
C -4.7460 -0.6972 1.6508
H -6.2130 -2.3539 -4.0280
H -6.8178 -1.0209 -3.0393
H -6.5324 -2.5974 -2.3021
H -4.1042 -1.4607 -4.7874
H -1.9051 -0.9192 -5.4924
H -0.6146 -1.2959 -4.3364
H -1.1436 0.3687 -4.5431
H -1.1560 -0.3641 -1.8683
H -5.1462 -1.4303 -0.6658
H -1.6979 -2.2847 1.8840
H -3.2103 -2.9539 1.2539
H -3.1133 -2.4495 2.9645
H -1.6181 0.3585 2.4060
H -2.8700 -0.1445 3.5670
H -3.1720 1.1770 2.4152
H -5.2614 -1.5823 1.2810
H -5.1224 0.1875 1.1302
H -4.9931 -0.5995 2.7144

Calculated total energy in a.u.: -1573.74183
Maximum force in eV/Å: 0.9
Gap between HOMO and LUMO in Eh: 0.1981
HOMO in Ha: -0.013
Total charge: -2



No. 6
The following is a quantum chemistry calculation of 3 unconnected molecules or ions with the total composition C24H39ClNO9P3S in a non-equilibrium geometry, from OMol25.

Cartesian coordinates (Å):
O -0.5400 -2.7018 4.0203
P -0.0209 -1.2665 3.2734
Cl 2.0674 -1.0840 3.6200
C -0.8563 0.1421 4.1842
C -0.1108 0.9408 5.1685
C -0.7088 2.0830 5.8755
C -2.1140 2.4703 5.6375
C -2.8633 1.6620 4.6807
C -2.2746 0.5134 3.9556
N -3.0790 -0.2562 3.0091
C -4.2987 -0.7450 3.6512
C -4.6955 -2.1578 3.6785
C -5.9223 -2.5542 4.3572
C -6.8351 -1.5975 5.0064
C -6.4513 -0.1890 4.9798
C -5.2152 0.2032 4.3200
S -4.6318 1.9412 4.2848
H -0.0551 -2.7219 4.8768
H 0.9501 0.6593 5.3783
H -0.0796 2.6363 6.6161
H -2.6059 3.3260 6.1454
H -2.5737 -1.0993 2.7245
H -4.0022 -2.8874 3.1837
H -6.1916 -3.6336 4.3911
H -7.7650 -1.9152 5.5390
H -7.0512 0.6306 5.4546
C -1.7806 -6.1660 -2.0803
C -1.3093 -5.5807 -3.4002
O -1.3914 -4.1602 -3.4069
P -0.3071 -3.3115 -2.5020
O 0.9067 -3.4712 -3.3889
O -0.7236 -1.7842 -2.9699
C 0.2290 -0.9269 -3.5901
C 0.1688 -1.0442 -5.1020
O -1.4888 -3.1385 -1.2974
C -0.9914 -3.1286 0.0482
C -0.0292 -1.9822 0.2930
H -1.0757 -5.9320 -1.2781
H -1.8618 -7.2531 -2.1474
H -2.7495 -5.7544 -1.7945
H -0.2856 -5.8971 -3.6217
H -1.9492 -5.9398 -4.2081
H 1.2328 -1.1268 -3.2087
H -0.0175 0.0983 -3.3000
H 0.1807 -2.0833 -5.4339
H 1.0093 -0.5210 -5.5631
H -0.7589 -0.6082 -5.4792
H -0.5071 -4.0865 0.2612
H -1.8545 -3.0381 0.7118
H 0.8773 -2.0904 -0.3173
H 0.2748 -1.9478 1.3539
H -0.4859 -1.0269 0.0247
C 4.6046 1.3670 -4.4641
C 4.9619 2.8434 -4.4589
O 3.9807 3.6213 -3.7829
P 3.8921 3.5105 -2.1413
O 5.1118 4.3320 -1.7904
O 2.7550 4.6764 -1.8691
C 3.0475 5.8038 -1.0485
C 3.5573 6.9666 -1.8805
O 2.5872 2.4394 -2.3154
C 2.4959 1.4101 -1.3208
C 2.3268 1.9750 0.0775
H 4.6871 0.9440 -3.4594
H 5.2784 0.8091 -5.1179
H 3.5777 1.2149 -4.7994
H 5.9444 3.0036 -4.0047
H 5.0075 3.2116 -5.4853
H 3.7511 5.5358 -0.2582
H 2.1174 6.0956 -0.5536
H 4.3480 6.6638 -2.5682
H 3.9402 7.7620 -1.2375
H 2.7516 7.3757 -2.4943
H 3.3888 0.7794 -1.3737
H 1.6351 0.7893 -1.5747
H 3.2096 2.5480 0.3833
H 2.1813 1.1710 0.8022
H 1.4730 2.6530 0.1207

Calculated total energy in a.u.: -3552.19785
Maximum force in eV/Å: 8.9
Gap between HOMO and LUMO in Eh: 0.2706
HOMO in Ha: -0.308
Structure (SMILES): OP(Cl)c1cccc2c1Nc1ccccc1S2.CCOP(=O)(OCC)OCC.CCOP(=O)(OCC)OCC